DFT (ωB97M-V/def2-TZVPD) results for 2 unconnected molecules or ions with the total composition C8H19Cl3N2O at a distorted geometry.

Geometry (Å):
C -1.8553 2.5383 0.0471
C -1.5788 2.6007 -1.4932
C -0.0699 2.3843 -1.8633
C 0.2559 0.8840 -2.1537
N 0.1140 -0.0203 -1.0127
C 1.3428 -0.2190 -0.2569
C 1.6521 0.8618 0.8321
N 3.0991 1.1968 0.7238
O 1.4104 -1.4894 0.3637
C 0.2305 -1.7961 1.0838
H -2.0766 3.5127 0.4978
H -2.6825 1.8211 0.1982
H -1.0002 2.0909 0.5845
H -2.1267 1.7972 -2.0131
H -1.8698 3.5957 -1.8596
H 0.6072 2.8475 -1.1280
H 0.1190 2.9147 -2.8190
H 1.2299 0.7677 -2.6477
H -0.5031 0.5682 -2.8991
H -0.6720 0.2168 -0.4273
H 2.1735 -0.1820 -0.9795
H 1.5064 0.4801 1.8557
H 1.0834 1.8004 0.7143
H 3.2967 1.6095 -0.1818
H 3.2952 1.9265 1.4006
H -0.4025 -0.9231 1.3217
H -0.3806 -2.4864 0.4620
H 0.4388 -2.3025 2.0415
Cl -2.3262 -4.3941 0.9220
C -1.3770 -5.5041 1.9169
Cl 0.2696 -5.6456 1.2936
Cl -1.3611 -4.9710 3.6018
H -1.8423 -6.4811 1.8738

LUMO energy ... 0.66 eV
Structure (SMILES) ... CCCCN[C@@H](CN)OC.ClC(Cl)Cl